[1]
{
  "formula": "C25H36N7NaO4Si2",
  "method": "ωB97M-V with the def2-TZVPD basis set",
  "symbols": ["Na", "O", "C", "O", "C", "C", "C", "C", "C", "N", "C", "O", "O", "H", "H", "H", "N", "C", "C", "N", "C", "C", "N", "C", "C", "N", "H", "H", "H", "H", "H", "H", "C", "C", "C", "C", "N", "N", "C", "H", "H", "H", "H", "H", "H", "H", "H", "C", "Si", "C", "C", "C", "Si", "C", "C", "C", "H", "H", "H", "H", "H", "H", "H", "H", "H", "H", "H", "H", "H", "H", "H", "H", "H", "H", "H"],
  "xyz": [[0.8355, -1.9140, -0.7051], [-1.5802, -5.1203, 2.0917], [-1.0092, -4.7924, 1.0361], [-1.5357, -4.4961, -0.0629], [0.5384, -4.7820, 1.0800], [1.1856, -5.5592, 2.0327], [2.5658, -5.6656, 1.9870], [3.2589, -5.0177, 0.9810], [2.5449, -4.2223, 0.0894], [1.2200, -4.0822, 0.1648], [3.2923, -3.5212, -1.0703], [4.3335, -4.0891, -1.4380], [2.7724, -2.4701, -1.5114], [0.5808, -6.0611, 2.7748], [3.0935, -6.2708, 2.7183], [4.3266, -5.1121, 0.8462], [-0.7582, -2.4558, -4.6201], [-1.1812, -3.7173, -4.2461], [-1.2566, -3.6943, -2.8855], [-0.8916, -2.4565, -2.4207], [-0.5884, -1.7402, -3.4743], [-0.0810, -0.3800, -3.4240], [0.5161, 0.1408, -2.3831], [0.8004, 1.4438, -2.7242], [0.3672, 1.6966, -3.9909], [-0.1949, 0.5195, -4.4404], [-0.4568, -2.1818, -5.5370], [-1.3675, -4.4886, -4.9712], [-1.5169, -4.4609, -2.1760], [1.2389, 2.1188, -2.0026], [0.3787, 2.5881, -4.5914], [-0.6824, 0.3863, -5.3068], [-3.8523, -2.8547, 1.7207], [-2.6963, -1.9179, 1.7441], [-2.1940, -1.0803, 2.7203], [-0.9736, -0.6004, 2.2076], [-0.7590, -1.0869, 0.9918], [-1.8336, -1.8528, 0.7221], [0.0140, 0.2967, 2.8771], [-4.4656, -2.7180, 2.6110], [-3.4633, -3.8758, 1.6989], [-4.4785, -2.6991, 0.8398], [-2.6254, -0.8804, 3.6868], [-1.7847, -2.4984, -0.0576], [-0.4597, 0.8306, 3.7016], [0.3984, 1.0431, 2.1809], [0.8502, -0.2762, 3.2831], [1.6480, 4.2609, 2.9447], [1.8276, 3.8457, 1.0858], [2.1777, 5.5672, 0.3375], [3.4530, 2.8760, 0.9860], [0.4688, 2.9864, 0.3270], [-1.1900, 3.5613, 0.0105], [-2.3422, 2.1487, -0.4945], [-1.3625, 4.8501, -1.3953], [-2.0467, 4.4509, 1.4647], [2.4752, 4.8697, 3.3255], [1.6018, 3.3397, 3.5307], [0.7162, 4.8039, 3.1214], [3.0174, 6.0672, 0.8303], [1.2983, 6.2095, 0.4408], [2.3968, 5.4851, -0.7293], [4.3032, 3.4783, 1.3202], [3.6518, 2.5355, -0.0319], [3.4025, 1.9867, 1.6184], [0.5911, 1.9225, 0.1094], [-1.9627, 1.6478, -1.3880], [-3.3524, 2.5116, -0.7070], [-2.4042, 1.3936, 0.2919], [-0.9753, 4.4371, -2.3307], [-0.7788, 5.7458, -1.1672], [-2.4030, 5.1522, -1.5570], [-2.1760, 3.7617, 2.3020], [-3.0276, 4.8492, 1.1865], [-1.4335, 5.2841, 1.8191]],
  "forces_ev_per_angstrom": [[-0.311, 0.481, -0.009], [0.041, -0.105, 0.051], [0.171, 0.052, 0.034], [-0.026, -0.051, -0.085], [-0.039, -0.031, -0.002], [-0.096, 0.012, -0.005], [0.073, -0.038, 0.042], [-0.058, -0.024, -0.023], [0.126, -0.054, -0.036], [-0.112, -0.267, -0.021], [0.089, -0.110, 0.144], [0.063, 0.000, 0.006], [0.093, 0.012, -0.121], [0.007, -0.001, 0.000], [-0.009, 0.015, -0.017], [0.006, 0.008, -0.009], [-0.044, 0.024, 0.031], [0.009, 0.023, 0.047], [0.025, -0.019, -0.125], [0.032, 0.126, -0.063], [0.052, -0.181, -0.019], [-0.028, 0.069, 0.114], [-0.022, 0.034, -0.130], [-0.028, -0.135, 0.088], [0.008, 0.053, 0.013], [0.069, -0.001, 0.018], [0.025, -0.011, 0.007], [-0.010, -0.030, -0.002], [-0.038, -0.080, 0.025], [-0.031, 0.029, -0.065], [0.015, 0.020, -0.008], [-0.046, 0.019, 0.027], [-0.074, 0.013, -0.016], [-0.083, 0.022, 0.063], [-0.037, -0.102, -0.016], [0.048, 0.048, -0.074], [0.119, 0.130, 0.067], [0.139, 0.007, 0.032], [-0.002, 0.072, -0.015], [-0.004, 0.009, 0.018], [-0.065, -0.004, 0.024], [0.003, 0.015, -0.005], [-0.015, 0.024, 0.016], [-0.096, -0.138, -0.015], [-0.007, 0.000, 0.024], [-0.007, 0.013, -0.011], [0.031, -0.033, -0.003], [0.041, -0.005, -0.030], [-0.047, -0.005, 0.007], [-0.004, -0.031, 0.010], [-0.008, 0.023, -0.001], [-0.040, 0.000, -0.076], [0.042, -0.007, -0.048], [-0.001, 0.042, 0.029], [-0.026, -0.020, 0.008], [0.004, -0.010, -0.026], [0.035, 0.012, 0.017], [-0.012, -0.037, 0.023], [-0.039, 0.027, 0.002], [0.026, 0.023, 0.024], [-0.042, 0.026, 0.003], [0.013, -0.010, -0.037], [0.024, 0.004, 0.020], [0.010, 0.017, -0.044], [-0.006, -0.038, 0.024], [0.080, 0.066, 0.105], [0.026, -0.024, -0.050], [-0.037, 0.004, -0.013], [0.003, -0.035, 0.035], [0.015, -0.027, -0.022], [0.034, 0.041, 0.010], [-0.036, 0.022, -0.003], [0.000, -0.029, 0.033], [-0.037, 0.011, -0.006], [0.028, 0.045, 0.010]],
  "homo_energy_ev": -1.0,
  "charge": -2,
  "orbital_gap_ha": 0.1653,
  "relative_energy_kj_mol": 0.0
}

---

[2]
{
  "formula": "C25H37BF4N2O12",
  "method": "ωB97M-V with the def2-TZVPD basis set",
  "symbols": ["O", "B", "O", "O", "C", "C", "N", "C", "C", "C", "C", "C", "C", "C", "F", "F", "F", "C", "C", "C", "F", "C", "N", "H", "H", "H", "H", "H", "H", "H", "H", "H", "H", "H", "H", "H", "C", "C", "O", "C", "O", "O", "C", "H", "H", "H", "H", "H", "H", "H", "H", "C", "C", "O", "C", "O", "O", "C", "H", "H", "H", "H", "H", "H", "H", "H", "C", "C", "O", "C", "O", "O", "C", "H", "H", "H", "H", "H", "H", "H", "H"],
  "xyz": [[-6.3747, 0.1246, -0.4434], [-6.2789, -0.0676, 0.9261], [-6.9015, 0.7573, 1.8562], [-5.5492, -1.1820, 1.3982], [-4.2526, -1.0830, 0.9545], [-3.4001, -0.1100, 1.5476], [-2.1526, 0.0918, 1.2231], [-1.7379, -0.7830, 0.2602], [-0.4015, -0.7133, -0.1731], [0.1240, -1.5341, -1.0984], [-0.7076, -2.5347, -1.6975], [-0.0185, -3.4565, -2.7130], [0.2223, -4.8595, -2.0858], [0.8457, -4.8072, -0.7031], [1.4424, -6.0127, -0.4647], [1.8252, -3.8959, -0.5919], [-0.0461, -4.6679, 0.2863], [-2.0167, -2.6375, -1.3206], [-2.9388, -3.6988, -1.8981], [-3.0107, -3.7293, -3.4432], [-2.5295, -4.9649, -3.9076], [-2.5506, -1.7535, -0.3273], [-3.8642, -1.8993, 0.0227], [-5.9040, 0.9433, -0.6560], [-6.3631, 1.5540, 1.9523], [-3.8237, 0.5187, 2.3366], [0.2519, 0.0235, 0.2960], [1.1761, -1.4238, -1.3448], [-0.5523, -3.5477, -3.6594], [0.9495, -2.9969, -2.9528], [-0.7359, -5.3755, -2.0176], [0.9171, -5.4064, -2.7318], [-2.5629, -4.6840, -1.5890], [-3.9611, -3.6392, -1.5242], [-2.4882, -2.9043, -3.9342], [-4.0669, -3.7176, -3.7385], [5.0413, -2.5320, -1.4554], [4.3408, -1.8636, -0.2912], [5.2145, -0.9619, 0.4020], [5.4174, 0.2083, -0.1994], [4.9388, 0.5671, -1.2435], [6.2640, 0.9198, 0.5522], [6.6460, 2.1695, -0.0277], [5.9612, -3.0136, -1.1208], [4.3937, -3.2812, -1.9116], [5.3173, -1.8048, -2.2190], [4.0434, -2.6169, 0.4362], [3.4356, -1.3451, -0.6100], [5.7737, 2.7604, -0.3028], [7.2795, 1.9998, -0.8972], [7.2160, 2.7113, 0.7231], [0.0941, 0.5979, 5.5036], [0.7805, 1.9355, 5.6880], [2.1205, 1.9136, 5.1766], [2.2276, 2.0041, 3.8523], [1.3172, 2.1148, 3.0713], [3.5215, 1.9367, 3.5326], [3.7641, 1.9312, 2.1261], [0.6956, -0.2024, 5.9377], [-0.8868, 0.6024, 5.9798], [-0.0383, 0.3659, 4.4468], [0.8670, 2.1605, 6.7501], [0.2119, 2.7451, 5.2294], [3.2793, 2.7773, 1.6407], [3.4174, 0.9917, 1.6943], [4.8330, 2.0120, 1.9730], [-0.5723, 3.4126, 0.0908], [-1.3699, 2.7569, -1.0167], [-2.5701, 3.4953, -1.3053], [-2.4071, 4.5973, -2.0355], [-1.3689, 5.0117, -2.4786], [-3.6031, 5.1762, -2.1831], [-3.5641, 6.4246, -2.8760], [-1.1972, 3.5644, 0.9721], [0.2829, 2.7951, 0.3667], [-0.2042, 4.3916, -0.2169], [-1.6914, 1.7697, -0.6942], [-0.7733, 2.6270, -1.9204], [-3.0562, 6.3281, -3.8336], [-3.0740, 7.1783, -2.2605], [-4.5931, 6.7274, -3.0518]],
  "forces_ev_per_angstrom": [[0.881, 0.275, 0.687], [-0.628, -0.566, 0.225], [0.728, -0.121, -0.414], [0.161, 1.059, -0.205], [-0.177, -1.054, -0.450], [-0.316, 0.842, 0.865], [-0.917, -0.942, -0.407], [0.981, 0.184, -0.228], [0.833, 1.099, 0.864], [-0.568, -0.587, -0.400], [0.987, 0.324, -0.658], [0.193, 0.126, 0.945], [-0.030, 0.936, -0.571], [0.155, -1.600, -0.456], [-0.001, 0.208, 0.027], [-0.230, 0.255, 0.215], [0.143, 0.614, -0.030], [-0.783, -0.229, -0.033], [0.407, -0.192, -0.536], [-0.924, -0.374, 0.513], [0.289, 0.347, -0.123], [-0.418, -0.631, -0.386], [0.379, 0.571, 0.530], [-0.535, 0.050, -0.456], [-0.464, 0.143, 0.219], [0.089, -0.142, -0.149], [-0.292, -0.020, 0.015], [-0.214, -0.204, -0.202], [-0.009, -0.172, 0.239], [-0.187, -0.176, 0.051], [0.336, -0.254, 0.025], [-0.254, -0.109, 0.201], [-0.190, 0.157, -0.060], [0.323, 0.282, 0.213], [0.060, -0.235, 0.049], [0.257, 0.172, -0.094], [0.221, 0.188, -0.144], [-0.240, -0.500, -0.249], [-0.067, 0.152, 0.135], [0.212, -0.148, -0.018], [-0.092, 0.060, 0.044], [0.059, -0.052, -0.109], [0.154, 0.261, -0.012], [-0.091, -0.100, 0.065], [-0.013, -0.014, 0.067], [-0.107, 0.015, 0.002], [0.120, 0.156, 0.177], [0.123, 0.156, -0.021], [-0.008, -0.099, -0.102], [-0.121, 0.021, -0.067], [-0.016, -0.180, 0.108], [0.110, -0.160, -0.242], [-0.471, -0.101, 0.222], [0.075, 0.138, 0.025], [0.034, -0.131, 0.055], [-0.004, 0.047, -0.015], [-0.060, 0.064, 0.021], [0.065, 0.124, -0.273], [-0.040, 0.054, 0.124], [0.027, 0.026, 0.035], [-0.061, 0.100, -0.002], [0.265, 0.021, -0.048], [0.103, -0.047, -0.163], [-0.157, -0.093, 0.033], [-0.098, 0.071, -0.040], [0.026, -0.057, 0.342], [-0.042, 0.290, -0.029], [0.491, -0.178, 0.250], [-0.147, -0.102, -0.130], [-0.001, -0.022, 0.151], [-0.010, 0.000, -0.060], [-0.024, -0.037, -0.031], [-0.109, 0.238, -0.128], [0.037, -0.183, 0.037], [-0.066, -0.041, 0.056], [0.046, -0.057, -0.094], [-0.266, 0.098, -0.057], [-0.088, 0.199, -0.064], [0.106, -0.016, 0.082], [0.106, -0.032, -0.078], [-0.044, -0.167, 0.116]],
  "smiles": "OB(O)Oc1cnc2ccc(CCC(F)(F)F)c(CCF)c2n1.CCOC(=O)OC.CCOC(=O)OC.CCOC(=O)OC",
  "homo_energy_ev": -9.2,
  "charge": 0,
  "orbital_gap_ha": 0.3197
}

---

[3]
{
  "formula": "C25H37CoO2",
  "method": "ωB97M-V with the def2-TZVPD basis set",
  "symbols": ["O", "C", "C", "H", "H", "C", "H", "H", "C", "H", "H", "H", "C", "H", "H", "H", "Co", "C", "C", "C", "H", "C", "C", "H", "H", "H", "H", "C", "C", "C", "H", "C", "C", "H", "H", "H", "H", "O", "C", "C", "H", "H", "C", "H", "H", "C", "H", "H", "H", "H", "C", "C", "C", "C", "C", "C", "H", "H", "H", "H", "H", "H", "H", "H", "H"],
  "xyz": [[0.7708, -3.6604, -2.4766], [0.3403, -2.3400, -2.9877], [-1.0243, -2.8770, -3.4376], [0.9801, -1.9673, -3.7733], [0.3121, -1.5973, -2.1855], [-0.6240, -4.0773, -2.5076], [-1.0715, -3.1192, -4.5008], [-1.8725, -2.2727, -3.1047], [-0.7667, -5.5128, -2.9340], [-0.0985, -5.7849, -3.7579], [-1.8102, -5.7222, -3.2076], [-0.5341, -6.1322, -2.0507], [-1.3539, -3.8635, -1.1943], [-2.3907, -4.2197, -1.3161], [-1.3968, -2.8048, -0.9056], [-0.8913, -4.4323, -0.3872], [-0.3966, 0.3876, 0.3465], [-2.2167, 0.9904, 0.7819], [-1.5754, 1.9490, -0.0758], [-1.1643, 1.2708, -1.2692], [-1.4304, 3.0012, 0.1326], [-1.5857, -0.0955, -1.1691], [-2.2066, -0.2769, 0.1132], [-2.6409, -1.1974, 0.4934], [-2.6633, 1.1816, 1.7504], [-0.6487, 1.7032, -2.1217], [-1.5377, -0.8149, -1.9698], [1.2758, -0.0311, 2.2665], [0.3363, -1.0269, 1.6163], [0.9074, -1.4877, 0.3941], [-0.4631, -1.5055, 2.1785], [2.2408, -0.9256, 0.2852], [2.4601, -0.0494, 1.3258], [3.3839, 0.4871, 1.5367], [1.5019, -0.2020, 3.3224], [0.5520, -2.3361, -0.1900], [2.9718, -1.2437, -0.4637], [1.2035, -3.3719, -5.0109], [1.1272, -4.6689, -5.6189], [1.7051, -4.5912, -7.0332], [0.0776, -5.0014, -5.6412], [1.6999, -5.3755, -4.9940], [2.3606, -3.1903, -7.1243], [0.8916, -4.6822, -7.7594], [2.4249, -5.3969, -7.1777], [2.1010, -2.5358, -5.7595], [1.8962, -2.5951, -7.9202], [3.4399, -3.2524, -7.2963], [1.6420, -1.5454, -5.8557], [3.0290, -2.4385, -5.1775], [-1.7127, 3.7662, 3.1559], [-0.2120, 3.5335, 3.3338], [0.5773, 4.7433, 2.8376], [0.1102, 3.2341, 4.7987], [0.1858, 2.3410, 2.5416], [0.5005, 1.2336, 2.0769], [-2.0375, 4.6451, 3.7225], [-2.2770, 2.8965, 3.5133], [-1.9468, 3.9297, 2.0967], [0.3364, 5.6294, 3.4414], [1.6550, 4.5582, 2.9116], [0.3202, 4.9561, 1.7921], [-0.4911, 2.3829, 5.1407], [1.1713, 2.9798, 4.9057], [-0.1057, 4.0948, 5.4392]],
  "forces_ev_per_angstrom": [[-1.056, 0.935, 0.052], [0.293, 0.213, 0.511], [0.645, -0.419, 0.444], [-0.007, 0.162, 0.444], [-0.135, -0.285, 0.077], [-0.513, 0.755, -0.247], [-0.014, 0.100, 0.152], [-0.048, -0.408, -0.218], [-0.065, -0.434, 0.140], [-0.263, 0.075, 0.335], [0.219, 0.024, -0.029], [0.032, -0.004, -0.404], [-0.268, -0.024, 0.372], [0.251, 0.118, 0.063], [0.103, -0.323, -0.056], [0.054, -0.009, 0.073], [3.579, -0.142, 1.547], [-1.421, 0.285, -0.616], [-0.808, 0.022, -0.366], [-0.744, 0.090, -0.432], [0.172, -0.188, 0.057], [-1.097, 0.163, -0.694], [-1.665, 0.241, -0.679], [0.148, 0.179, -0.065], [0.264, -0.016, -0.098], [-0.107, -0.021, 0.211], [0.122, 0.087, 0.244], [-0.368, 0.541, -0.669], [-0.252, -0.500, -0.433], [1.363, -0.644, 0.507], [0.168, 0.045, -0.201], [-0.781, -0.806, -0.022], [0.592, 0.154, -0.069], [-0.275, -0.039, -0.132], [0.260, -0.105, 0.572], [0.176, 0.375, 0.197], [-0.332, 0.346, 0.112], [0.480, -1.029, -2.489], [0.247, 0.090, 0.388], [-0.083, 0.358, 0.049], [0.307, 0.243, 0.127], [-0.185, 0.154, -0.139], [-0.112, -0.038, 0.075], [0.278, -0.080, -0.033], [-0.067, 0.056, -0.216], [-0.009, -0.334, 0.380], [0.246, -0.183, 0.102], [-0.233, 0.014, -0.168], [0.077, -0.129, 0.068], [-0.114, 0.074, -0.152], [-0.226, 0.152, 0.006], [0.162, -0.703, -0.847], [-0.003, 0.345, 0.057], [0.092, -0.106, 0.238], [0.176, -0.268, 0.430], [0.821, 0.594, 1.258], [-0.018, 0.019, 0.023], [0.091, 0.155, -0.129], [-0.023, -0.071, 0.264], [0.023, -0.070, -0.084], [-0.189, 0.011, -0.074], [0.139, -0.048, 0.193], [0.186, 0.141, -0.033], [-0.222, 0.016, 0.003], [-0.065, 0.093, 0.023]],
  "multiplicity": 4,
  "homo_energy_ev": [-0.1, -3.5],
  "charge": -1,
  "orbital_gap_ha": [0.0937, 0.2181]
}